[1]
DFT (ωB97M-V with the def2-TZVPD basis set) results for a cluster of 2 separate species, C4H10NOS in total.

Computed properties:
- HOMO-LUMO gap (eV) = 7.04
- spin multiplicity = 1
- charge = -1
- energy above the lowest of the compared OMol25 structures with the same formula, charge and spin (kJ/mol) = 145.07

Structure (XYZ):
```
17
Properties=species:S:1:pos:R:3:forces:R:3:mulliken_charge:R:1
O 0.08922 -1.93836 -0.97817 0.3 -0.1 -0.2 -0.63
C -0.76720 -1.42247 -0.28120 -0.1 -0.3 0.0 -0.16
C -1.05326 -1.93819 1.11183 0.1 0.2 0.4 -0.29
N -2.10121 -1.16272 1.77468 -0.2 0.0 0.0 -0.69
H -1.56308 -0.81014 -0.73079 -0.1 0.1 0.0 0.46
H -1.38712 -2.97434 1.00731 0.0 -0.1 -0.1 0.33
H -0.10981 -1.95201 1.66769 0.0 0.0 -0.2 0.21
H -1.92528 -1.14030 2.77056 0.0 -0.1 0.0 0.24
H -1.98771 -0.19887 1.47101 0.1 0.1 -0.1 0.25
C 1.82525 2.32478 -1.08211 -0.1 0.4 -0.2 -1.16
C 0.96396 1.08529 -1.00681 -0.1 -0.5 0.1 -0.35
S 0.08068 0.91479 0.56923 0.0 0.2 0.1 -0.61
H 2.53555 2.35607 -0.25416 0.1 -0.1 -0.1 0.28
H 1.21357 3.22836 -1.00648 0.0 0.0 0.1 0.26
H 2.34452 2.37753 -2.04707 0.2 0.0 0.1 0.38
H 1.57704 0.18677 -1.13735 0.1 0.1 0.0 0.23
H 0.26487 1.06380 -1.84816 -0.1 0.1 0.0 0.24
```
Positions in Å, forces in eV/Å.



[2]
DFT (ωB97M-V with the def2-TZVPD basis set) results for an isolated molecule of C2H3BrS.

Computed properties:
- HOMO-LUMO gap (eV) = 8.48
- spin multiplicity = 1
- SMILES = S=CCBr
- energy above the lowest of the compared OMol25 structures with the same formula, charge and spin (kJ/mol) = 140.61

Structure (XYZ):
```
7
Properties=species:S:1:pos:R:3:forces:R:3:mulliken_charge:R:1
S -2.25288 0.69382 -0.22662 0.1 0.1 0.1 -0.20
C -0.80751 0.68801 0.40965 3.1 -2.4 -0.1 -0.13
C 0.50313 -0.56297 0.11986 -3.5 1.7 -4.0 -0.45
Br 2.02581 0.44458 -0.07352 2.1 1.3 0.2 -0.09
H -0.30612 1.42039 1.09562 -0.8 -0.4 -0.6 0.28
H 0.56416 -1.21291 0.91257 0.0 -1.4 1.9 0.32
H 0.50186 -1.13776 -0.93031 -1.0 1.2 2.6 0.26
```
Positions in Å, forces in eV/Å.



[3]
DFT (ωB97M-V with the def2-TZVPD basis set) results for a structure of composition C3H3LiOTb.

Computed properties:
- HOMO-LUMO gap (spin up / spin down) (eV) = 8.32 / 7.85
- spin multiplicity = 8
- ⟨S²⟩ = 15.779
- charge = +2

Structure (XYZ):
```
9
Properties=species:S:1:pos:R:3:forces:R:3:mulliken_charge:R:1
C -2.23374 0.64064 0.13599 0.3 -2.6 0.5 0.30
O -2.67000 -0.29209 0.86738 1.8 2.8 -2.3 -0.58
Li -1.64363 -1.76084 0.23600 -0.3 -0.2 0.3 0.92
H -2.91715 1.44596 -0.19964 0.5 0.0 0.5 0.37
Tb 2.29083 0.13965 -1.54248 -0.8 -0.4 0.4 1.67
C -0.76936 0.42598 -0.69041 -2.7 -3.3 2.0 -0.16
C 0.14900 -0.53619 -0.27238 0.9 2.9 -1.3 -1.41
H -1.11138 0.41745 -1.73789 0.8 0.9 -0.1 0.44
H 0.27188 -0.68586 0.81266 -0.5 0.0 0.0 0.45
```
Positions in Å, forces in eV/Å.



[4]
DFT (ωB97M-V with the def2-TZVPD basis set) results for a structure of composition C33H41FN6O3ReSbSe4.

Computed properties:
- HOMO-LUMO gap (spin up / spin down) (eV) = 6.14 / 6.14
- spin multiplicity = 1
- charge = +2
- energy above the lowest of the compared OMol25 structures with the same formula, charge and spin (kJ/mol) = 151.64

Structure (XYZ):
```
90
Properties=species:S:1:pos:R:3:forces:R:3:mulliken_charge:R:1
Re -1.75076 1.00473 -0.71247 -0.8 -0.5 -2.3 0.73
C 3.58424 -3.99957 -0.08197 -0.1 -0.2 0.1 -1.03
C 2.35854 -4.59977 0.60243 0.7 -0.2 -0.2 -0.82
N 1.42414 -3.54077 0.94763 -0.5 -0.1 -0.1 0.07
C 0.40634 -3.30897 0.10273 -0.2 0.2 -0.1 -0.15
C -0.35946 -2.18017 0.11963 -0.4 0.5 -0.2 -0.28
C -1.47576 -2.01957 -0.91847 1.3 -1.1 -0.1 0.01
O -1.53356 -2.82147 -1.82697 -0.1 0.1 0.2 -0.68
O -2.29796 -1.05247 -0.72457 -0.9 2.3 0.1 -0.64
C -0.04646 -1.14067 1.03363 0.0 -0.8 -0.6 1.27
O -0.52566 0.02183 0.93393 -0.2 0.3 -0.6 0.01
C 0.89674 -1.48097 2.07603 0.1 -0.1 0.1 0.85
C 1.08924 -0.63777 3.17423 0.2 0.0 0.2 -0.60
C 1.95714 -0.97007 4.17743 -0.3 0.1 -0.2 0.32
F 2.02234 -0.13037 5.23293 0.1 -0.1 0.0 -0.35
C 2.74644 -2.14027 4.13083 -0.3 0.1 -0.5 -0.87
C 2.57924 -2.94677 3.00803 0.0 -0.1 0.0 -0.68
C 1.64194 -2.67917 2.00113 -0.2 0.7 0.4 -0.45
N 3.68924 -2.46807 5.10383 0.3 0.1 0.1 0.20
C 3.93024 -3.83907 5.49533 0.0 -0.1 0.1 -0.68
C 5.44934 -4.06997 5.59713 -0.5 -0.7 -0.3 -0.76
N 6.10504 -2.79937 6.02523 0.5 0.2 -0.1 -0.10
C 5.22744 -2.05377 6.96063 -0.5 0.4 0.4 -0.83
C 4.01224 -1.53907 6.17923 -0.1 0.3 0.1 -0.76
H 4.28494 -4.78677 -0.34297 0.1 -0.1 0.0 0.40
H 4.08444 -3.28377 0.56893 0.1 0.0 0.0 0.33
H 3.28934 -3.48877 -0.99657 0.0 0.0 0.0 0.33
H 2.64254 -5.16477 1.49003 -0.1 0.0 0.0 0.38
H 1.85894 -5.28847 -0.08077 -0.1 0.1 0.2 0.44
H 0.20114 -4.05717 -0.65177 0.1 0.0 -0.1 0.54
H 0.51634 0.27463 3.26223 -0.1 0.1 0.0 0.55
H 3.19044 -3.82647 2.90743 0.1 -0.1 0.0 0.54
H 3.50254 -4.53517 4.77793 0.1 0.0 0.1 0.44
H 3.45604 -4.04367 6.46363 0.0 -0.1 -0.1 0.34
H 5.87454 -4.37007 4.63883 0.1 0.1 0.1 0.42
H 5.66074 -4.84697 6.33353 0.1 0.2 0.0 0.39
H 6.25404 -2.20227 5.20133 0.1 -0.2 0.2 0.38
H 7.01934 -2.99397 6.44933 -0.2 0.1 -0.2 0.36
H 5.76764 -1.21157 7.39573 0.1 -0.2 -0.1 0.40
H 4.93474 -2.72587 7.76883 0.2 0.0 -0.1 0.36
H 4.24834 -0.56757 5.74083 0.0 -0.1 0.1 0.53
H 3.18274 -1.39377 6.88253 0.2 0.0 0.0 0.42
Se -4.54376 5.48963 2.07973 0.8 -0.1 0.6 -0.39
Sb -2.49466 4.70083 2.96193 -0.7 0.3 -0.7 0.37
Se -0.60576 2.55963 0.91883 1.2 -0.1 0.1 0.13
Se -2.40446 1.94053 2.23993 -0.3 -0.2 0.1 -0.32
Se -0.71606 4.81563 0.78293 -0.4 0.9 0.2 -0.42
N -5.75706 5.86623 -1.27217 -0.4 0.4 0.0 -0.39
C -4.93536 4.82553 -1.16897 0.7 -0.9 -0.1 0.58
C -5.34606 3.58793 -0.62267 0.1 0.3 -0.1 -0.69
C -4.45496 2.56053 -0.50807 -0.2 0.0 0.1 -0.67
N -3.17736 2.64533 -0.92507 0.6 -0.7 0.2 0.95
C -2.78126 3.80743 -1.48887 0.1 -0.3 0.0 -0.42
C -3.60206 4.88703 -1.62607 -0.3 0.0 0.0 -0.96
H -6.64036 5.85503 -0.78767 0.1 0.1 -0.1 0.24
H -5.39066 6.75863 -1.56217 -0.1 0.0 0.1 0.21
H -6.35326 3.46483 -0.26407 -0.1 -0.1 0.1 0.42
H -4.76266 1.62793 -0.05347 0.1 0.0 -0.1 0.49
H -1.75206 3.85503 -1.82767 -0.1 0.0 0.0 0.45
H -3.20546 5.79583 -2.05027 0.0 0.1 -0.1 0.39
C -3.38136 -1.05487 -4.13337 0.0 0.1 -0.1 -1.46
C -3.84216 0.39493 -4.29897 -0.1 -0.2 0.2 0.35
C -4.68626 0.82283 -3.10367 0.1 -0.1 -0.2 -1.12
C -2.65966 1.27003 -4.61197 0.2 0.1 0.3 0.42
C -2.63546 1.85043 -5.86907 0.0 0.1 -0.1 -0.94
C -1.53456 2.53653 -6.34467 0.1 -0.2 0.2 -1.15
C -0.37726 2.56743 -5.58407 -0.1 0.1 0.0 -0.95
C -0.32256 2.01743 -4.31767 -0.3 0.0 0.3 0.45
C 1.03954 1.90623 -3.67657 0.1 -0.1 0.1 0.38
C 1.19534 2.41703 -2.24547 0.0 -0.1 0.0 -0.90
C 1.47754 0.43793 -3.77357 0.0 0.2 -0.1 -1.47
C -1.51596 1.45053 -3.75757 -0.1 0.8 -2.5 0.46
N -1.57756 1.20333 -2.45657 0.2 -1.2 4.8 0.73
H -4.25336 -1.69697 -4.05067 -0.1 -0.2 0.1 0.45
H -2.77926 -1.17267 -3.23487 0.0 -0.1 0.0 0.13
H -2.80356 -1.38347 -4.99447 0.1 -0.1 -0.1 0.40
H -4.48606 0.43503 -5.18177 0.1 0.1 0.0 0.72
H -4.16636 0.58623 -2.17777 -0.1 0.0 0.0 -0.14
H -5.61756 0.26293 -3.12127 -0.1 0.0 0.1 0.56
H -4.91216 1.88493 -3.15307 -0.1 0.1 0.1 0.30
H -3.50846 1.76103 -6.49737 -0.1 -0.1 0.0 0.46
H -1.55676 2.98223 -7.32617 0.0 0.1 -0.1 0.42
H 0.50614 3.03563 -5.98677 0.2 0.0 -0.1 0.43
H 1.71414 2.49603 -4.30317 -0.1 0.0 0.0 0.66
H 0.82874 1.67463 -1.53077 0.1 0.2 0.0 -0.27
H 0.67034 3.35983 -2.09337 0.0 0.1 0.1 0.23
H 2.25304 2.58213 -2.05047 0.1 0.0 0.1 0.52
H 0.85454 -0.18667 -3.13327 0.0 -0.1 0.0 0.18
H 2.51624 0.33773 -3.46697 0.1 -0.1 0.1 0.44
H 1.38454 0.08173 -4.79737 0.0 -0.1 0.0 0.40
```
Positions in Å, forces in eV/Å.



[5]
DFT (ωB97M-V with the def2-TZVPD basis set) results for a cluster of 2 separate species, C4H12NO3 in total.

Computed properties:
- HOMO-LUMO gap (eV) = 11.29
- spin multiplicity = 1
- charge = +1
- energy above the lowest of the compared OMol25 structures with the same formula, charge and spin (kJ/mol) = 56.69

Structure (XYZ):
```
20
Properties=species:S:1:pos:R:3:forces:R:3:mulliken_charge:R:1
C -1.06364 -0.72635 1.08552 2.4 0.8 1.4 -0.38
C 0.43492 -1.13196 1.36191 -1.1 -0.7 0.1 -1.04
C 1.12110 -1.74270 0.14465 0.5 0.1 0.4 -0.43
C 1.59747 -0.65026 -0.79317 0.3 -0.1 -0.5 0.53
O 1.62610 -1.11100 -2.04080 -0.4 -1.1 0.2 -0.44
O 1.88087 0.47260 -0.45099 -0.5 0.1 0.0 -0.59
N -1.00423 0.79156 0.82436 0.7 -0.8 -0.6 -0.25
H -1.42916 -1.25103 0.21348 -0.6 0.2 0.1 0.38
H -1.55410 -0.87288 2.03849 -0.9 -0.1 -0.4 0.33
H 0.44144 -1.83560 2.20265 0.0 0.0 -0.3 0.39
H 0.97468 -0.25316 1.73150 0.1 -0.2 -0.1 0.52
H 0.54010 -2.46209 -0.42644 -0.5 0.1 0.1 0.31
H 1.95684 -2.35772 0.49262 0.3 0.4 -0.2 0.36
H 1.76792 -0.52784 -2.78748 0.4 0.9 0.2 0.37
H -0.02412 0.92559 0.50971 -0.4 0.4 -0.7 0.24
H -1.68604 1.05827 0.11390 0.2 0.6 0.0 0.32
H -1.05605 1.41039 1.63424 -0.6 -0.3 0.2 0.36
H -3.77652 3.47586 -0.88680 0.1 0.0 0.1 0.34
H -3.76342 2.44068 0.26463 0.1 0.9 -0.4 0.33
O -3.23711 3.15506 -0.15198 -0.2 -1.0 0.4 -0.66
```
Positions in Å, forces in eV/Å.



[6]
DFT (ωB97M-V with the def2-TZVPD basis set) results for an isolated molecule of C5H12BNO.

Computed properties:
- HOMO-LUMO gap (eV) = 10.07
- spin multiplicity = 1
- SMILES = CB(C)[C@H]1CCNO1
- energy above the lowest of the compared OMol25 structures with the same formula, charge and spin (kJ/mol) = 380.31

Structure (XYZ):
```
20
Properties=species:S:1:pos:R:3:forces:R:3:mulliken_charge:R:1
C -2.08833 -0.58679 0.28248 0.2 0.8 4.6 -1.13
B -0.99968 0.51758 0.31994 0.3 2.0 -0.3 0.24
C -1.52146 1.95073 -0.28974 1.2 0.5 3.1 -1.10
C 0.54989 0.25911 0.75930 0.2 -0.5 -1.5 -0.07
C 1.16980 -1.12314 0.30044 -2.0 -0.9 0.1 -0.34
C 2.49982 -0.65215 -0.32477 1.3 -2.2 -1.8 -0.56
N 2.79161 0.68954 0.03992 -1.4 0.5 0.1 -0.34
O 1.40440 1.21322 0.08182 1.4 0.5 0.4 -0.36
H -1.81135 -1.05363 -0.56324 0.8 -2.5 -3.1 0.49
H -3.06797 -0.23619 0.16486 -1.4 0.8 -0.4 0.35
H -2.14439 -1.25618 1.18397 0.5 0.2 -1.1 0.27
H -2.36134 1.77174 -0.87646 -1.4 -0.2 -1.4 0.35
H -0.84676 2.68487 -0.71054 0.5 -0.4 -0.5 0.36
H -1.94977 2.61874 0.55181 0.5 -1.3 -0.6 0.31
H 0.71518 0.43618 1.79717 -0.1 -0.2 1.2 0.26
H 0.46083 -1.54307 -0.48849 1.2 0.4 0.7 0.12
H 1.13783 -1.95897 1.09653 0.6 1.6 -0.9 0.31
H 3.40017 -1.34280 -0.20378 -1.2 0.9 0.3 0.34
H 2.39660 -0.55529 -1.42149 -0.4 -0.6 0.3 0.23
H 3.28010 0.68197 0.93005 -0.8 0.6 0.7 0.26
```
Positions in Å, forces in eV/Å.



Number 1: electronic energy -18683.592 eV. Number 2: electronic energy -82998.104 eV. Number 3: electronic energy -27826.252 eV. Number 4: electronic energy -322728.123 eV. Number 5: electronic energy -11969.008 eV. Number 6: electronic energy -9590.671 eV.